{"formula": "C3H6O", "method": "ωB97M-V with the def2-TZVPD basis set", "relative_energy_kj_mol": 39.0, "spin_multiplicity": 2, "homo_ha": [-0.5941, -0.6801], "total_charge": 1, "orbital_gap_ev": [11.3, 10.1], "lumo_energy_ev": [-4.84, -8.41], "symbols": ["C", "C", "C", "O", "H", "H", "H", "H", "H", "H"], "coordinates": [[1.42384, 0.01281, -0.23906], [0.04577, -0.32183, 0.20957], [-1.05692, 0.43181, -0.19327], [-2.23450, 0.26985, 0.37473], [2.00239, -0.12383, 0.68707], [1.76121, -0.72964, -0.96630], [1.50645, 1.06276, -0.50277], [-0.05718, -1.16816, 0.87896], [-1.07321, 1.22566, -0.93442], [-2.31784, -0.65942, 0.68550]], "forces_ev_per_angstrom": [[-0.855, 0.006, 1.614], [0.979, 0.217, -1.035], [-1.487, -0.004, 0.888], [0.703, -0.829, -1.100], [0.381, -0.128, -0.388], [0.208, 0.184, -0.176], [0.115, -0.155, -0.659], [-0.347, -0.020, 0.052], [0.462, 0.160, 0.236], [-0.158, 0.569, 0.568]], "lowdin_spin": [0.07, 0.40, 0.24, 0.22, 0.01, 0.03, 0.00, 0.01, 0.00, 0.00]}



{"formula": "C3H7NO2", "method": "ωB97M-V with the def2-TZVPD basis set", "relative_energy_kj_mol": 231.6, "smiles": "O=CCNCO", "homo_ha": -0.3227, "total_charge": 0, "orbital_gap_ev": 9.5, "lumo_energy_ev": 0.76, "symbols": ["O", "C", "C", "N", "C", "O", "H", "H", "H", "H", "H", "H", "H"], "coordinates": [[0.06396, -0.87134, 2.61860], [0.01863, -0.18696, 1.62137], [0.68595, -0.62336, 0.35919], [-0.28478, -0.57835, -0.73306], [-0.51075, 0.38210, -1.78214], [0.12875, 1.63913, -1.50311], [-0.57671, 0.73890, 1.68772], [1.51069, 0.02388, 0.04677], [0.99388, -1.65190, 0.48832], [-0.74181, -1.45300, -0.95831], [-1.57638, 0.57036, -1.88457], [-0.04100, 0.11265, -2.72491], [-0.50487, 2.16243, -1.03996]], "forces_ev_per_angstrom": [[0.006, 0.118, -0.187], [0.074, -0.475, 1.477], [-0.556, 0.838, -1.966], [-1.081, -0.963, 0.064], [1.406, 1.352, 0.420], [0.187, -1.022, -0.243], [0.094, 0.197, -0.621], [0.214, -0.078, 0.540], [0.387, -0.098, 0.127], [0.192, 0.147, 0.351], [-0.205, -0.315, -0.305], [-0.223, -0.414, -0.268], [-0.495, 0.712, 0.611]], "nbo_charge": [-0.52, 0.42, -0.32, -0.68, 0.12, -0.72, 0.11, 0.23, 0.22, 0.38, 0.15, 0.15, 0.47]}



{"formula": "C3H9NO2S", "method": "ωB97M-V with the def2-TZVPD basis set", "relative_energy_kj_mol": 629.2, "smiles": "CN[S@@](C)(=O)=CO", "homo_ha": [-0.2869, -0.2870], "total_charge": 0, "orbital_gap_ev": [8.1, 8.1], "lumo_energy_ev": [0.31, 0.31], "symbols": ["C", "N", "S", "C", "O", "C", "O", "H", "H", "H", "H", "H", "H", "H", "H", "H"], "coordinates": [[-1.59486, 0.95946, -0.60616], [-0.85651, -0.22209, -1.10627], [0.76742, -0.21989, -0.40306], [0.12619, -1.44673, 0.84015], [1.52460, -1.02939, -1.27391], [2.30030, 0.59174, 0.84840], [3.34560, 0.52052, -0.00581], [-2.67652, 0.55793, -0.67862], [-1.32389, 0.95957, 0.40414], [-1.45088, 1.95338, -0.94553], [-0.88785, -0.17930, -2.08431], [-0.70503, -0.99584, 1.43174], [-0.28411, -2.28724, 0.27909], [0.88171, -1.75800, 1.49387], [2.31048, 1.72327, 1.18466], [3.06682, -0.23163, -0.64811]], "forces_ev_per_angstrom": [[-2.295, -3.235, 0.034], [0.210, 1.466, 0.568], [-5.049, 0.674, 3.561], [-1.370, 1.414, -0.293], [3.416, -2.001, -2.899], [1.622, 1.224, -0.513], [-1.553, -0.705, -0.716], [1.369, 1.492, 0.241], [-0.153, 0.404, 1.955], [0.321, 0.732, -1.134], [0.634, -0.282, -1.852], [0.619, -0.204, -0.437], [0.167, 0.308, -0.231], [1.248, -0.282, 0.835], [-0.281, -1.703, -0.245], [1.095, 0.697, 1.127]], "nbo_charge": [-0.44, -0.84, 1.52, -0.79, -1.00, -0.06, -0.69, 0.21, 0.18, 0.19, 0.37, 0.22, 0.24, 0.23, 0.13, 0.51]}



{"formula": "C6H10O", "method": "ωB97M-V with the def2-TZVPD basis set", "relative_energy_kj_mol": 151.9, "smiles": "C[C@H]1C[C@@]2(O)C[C@@H]12", "homo_ha": -0.3469, "total_charge": 0, "orbital_gap_ev": 10.4, "lumo_energy_ev": 0.94, "symbols": ["C", "C", "C", "C", "O", "C", "C", "H", "H", "H", "H", "H", "H", "H", "H", "H", "H"], "coordinates": [[2.13591, 0.46185, -0.15157], [0.84519, -0.35053, -0.25251], [-0.01837, -0.73597, 0.98123], [-1.25298, -0.36754, 0.15742], [-2.37854, -1.16526, 0.04938], [-1.24010, 1.08884, -0.18741], [-0.40115, 0.12613, -0.98585], [2.44829, 0.70146, 0.87251], [2.13997, 1.38692, -0.74014], [2.88183, -0.20583, -0.57377], [1.10946, -1.30026, -0.72918], [0.12629, -0.17075, 1.91114], [0.06484, -1.80418, 1.19159], [-2.98651, -0.91729, 0.75637], [-2.13351, 1.41735, -0.71400], [-0.79203, 1.83490, 0.46912], [-0.54860, 0.00016, -2.05432]], "forces_ev_per_angstrom": [[0.086, -0.099, -0.045], [0.132, -0.152, -0.115], [-0.037, -0.098, 0.093], [0.148, 0.121, 0.031], [-0.233, 0.075, 0.164], [-0.074, 0.157, 0.100], [0.048, -0.095, -0.256], [-0.233, -0.049, -0.173], [-0.170, -0.173, 0.127], [0.544, 0.348, 0.039], [-0.070, 0.084, 0.066], [-0.018, -0.024, -0.214], [-0.138, 0.119, 0.071], [-0.009, -0.073, -0.090], [0.161, -0.025, 0.082], [-0.041, -0.150, -0.057], [-0.094, 0.033, 0.176]], "nbo_charge": [-0.63, -0.19, -0.42, 0.25, -0.69, -0.45, -0.23, 0.21, 0.21, 0.21, 0.20, 0.20, 0.22, 0.47, 0.23, 0.21, 0.22]}



{"formula": "C43H65MnN4PS3", "method": "ωB97M-V with the def2-TZVPD basis set", "relative_energy_kj_mol": 14.0, "spin_multiplicity": 6, "homo_ha": [-0.4733, -0.4734], "total_charge": 2, "orbital_gap_ev": [8.3, 8.0], "lumo_energy_ev": [-4.56, -4.89], "symbols": ["Mn", "C", "C", "C", "C", "C", "C", "C", "N", "N", "C", "C", "C", "C", "C", "C", "N", "C", "C", "C", "C", "C", "C", "N", "H", "H", "H", "H", "H", "H", "H", "H", "H", "H", "H", "H", "H", "H", "H", "H", "H", "H", "H", "H", "C", "C", "S", "C", "C", "S", "C", "C", "S", "H", "H", "H", "H", "H", "H", "H", "H", "H", "H", "H", "H", "C", "C", "C", "C", "C", "C", "P", "C", "C", "C", "C", "C", "C", "C", "C", "C", "C", "C", "C", "H", "H", "H", "H", "H", "H", "H", "H", "H", "H", "H", "H", "H", "H", "H", "H", "H", "H", "H", "H", "H", "H", "H", "H", "H", "H", "H", "H", "H", "H", "H", "H", "H"], "coordinates": [[-0.16335, -0.33265, -0.74737], [2.25587, -2.50507, -0.17641], [3.01658, -2.22610, -1.46720], [2.52500, -1.23597, -2.49598], [3.31687, -1.08277, -3.63273], [2.85718, -0.35871, -4.71311], [1.58281, 0.18792, -4.64784], [0.87953, 0.03394, -3.47767], [1.33374, -0.62798, -2.39871], [0.77364, -2.48138, -0.23619], [0.26688, -2.92527, 1.07542], [-0.78675, -2.05996, 1.71891], [-1.41470, -2.53400, 2.86300], [-2.27016, -1.70292, 3.55998], [-2.47233, -0.41211, 3.09215], [-1.83637, -0.02564, 1.93176], [-1.01179, -0.83232, 1.24397], [0.27591, -3.36116, -1.30502], [-1.17570, -3.11316, -1.61657], [-2.03354, -4.14831, -1.94685], [-3.34231, -3.85506, -2.29867], [-3.75659, -2.53294, -2.29952], [-2.84262, -1.56034, -1.94372], [-1.57716, -1.83427, -1.61386], [2.53774, -1.79119, 0.59292], [2.58269, -3.49390, 0.16929], [3.14948, -3.16328, -2.01503], [4.02972, -1.93771, -1.17667], [4.28330, -1.56883, -3.66759], [3.46786, -0.24567, -5.59904], [1.14775, 0.73020, -5.47597], [-0.10915, 0.45454, -3.37616], [1.10300, -2.94162, 1.77836], [-0.09937, -3.95464, 1.01904], [-1.21326, -3.54079, 3.20607], [-2.76164, -2.04845, 4.45989], [-3.11211, 0.27994, 3.62001], [-1.95973, 0.97185, 1.53670], [0.43474, -4.41599, -1.05496], [0.84118, -3.15941, -2.21516], [-1.67743, -5.16972, -1.93138], [-4.02833, -4.64870, -2.56338], [-4.76780, -2.25688, -2.56271], [-3.11980, -0.51605, -1.91417], [3.76117, 2.45715, 2.18501], [3.54036, 1.04100, 1.66450], [1.82893, 0.45852, 1.60967], [1.24543, 0.61544, 3.31572], [0.78892, 1.99230, 3.81034], [-0.24850, 2.88552, 2.62888], [0.48026, 4.54613, 2.62823], [2.00369, 4.66349, 2.56138], [2.83638, 3.71354, 1.25889], [4.82569, 2.68161, 2.10931], [3.50391, 2.52220, 3.24002], [4.13869, 0.34071, 2.25060], [3.87450, 0.96670, 0.62647], [2.02575, 0.23058, 3.97546], [0.41601, -0.08970, 3.37805], [1.64305, 2.61820, 4.04746], [0.24048, 1.84715, 4.74192], [0.13139, 5.09959, 3.50141], [0.03056, 5.01987, 1.75242], [2.46654, 4.41182, 3.51440], [2.23950, 5.71457, 2.39097], [-3.80009, 2.79201, -5.52480], [-2.27095, 2.64850, -5.61850], [-1.67765, 1.99013, -4.36360], [-2.41357, 2.48998, -3.11554], [-3.87597, 1.98695, -3.15063], [-4.36782, 1.73791, -4.58333], [-1.54823, 2.18460, -1.49106], [-0.21483, 3.48739, -1.41866], [1.14128, 2.94546, -1.90915], [2.12236, 4.09351, -2.13045], [1.68545, 4.95410, -3.32303], [0.15611, 4.98448, -3.45260], [-0.51025, 4.85564, -2.08478], [-2.75007, 2.79391, -0.20835], [-3.26880, 4.23668, -0.40798], [-4.52793, 4.51285, 0.43083], [-4.48001, 3.73788, 1.74030], [-4.54051, 2.22700, 1.46278], [-3.94225, 1.87262, 0.09116], [-4.24830, 2.71219, -6.51436], [-4.06616, 3.78367, -5.14775], [-1.81350, 3.63072, -5.75739], [-2.00010, 2.05342, -6.49292], [-0.61021, 2.21337, -4.31784], [-1.77902, 0.90111, -4.43084], [-2.43935, 3.58047, -3.19295], [-4.51768, 2.73572, -2.68194], [-4.00187, 1.07640, -2.56334], [-5.45800, 1.74257, -4.59605], [-4.06090, 0.74444, -4.92496], [-0.10963, 3.63372, -0.33623], [1.02883, 2.41478, -2.85673], [1.53211, 2.23171, -1.17543], [3.13476, 3.71327, -2.27375], [2.15817, 4.70366, -1.22568], [2.12838, 4.57592, -4.24694], [2.06566, 5.96864, -3.19353], [-0.18324, 4.16867, -4.09605], [-0.16695, 5.90436, -3.94089], [-1.57516, 5.05191, -2.16498], [-0.11828, 5.64178, -1.43182], [-2.11686, 2.80910, 0.68767], [-3.49590, 4.42676, -1.45883], [-2.48439, 4.93898, -0.12145], [-5.42422, 4.22655, -0.12663], [-4.61110, 5.58459, 0.61118], [-5.29774, 4.03053, 2.39830], [-3.55428, 3.98718, 2.26942], [-5.57347, 1.87578, 1.49921], [-4.00741, 1.69694, 2.25328], [-4.70470, 2.01349, -0.67302], [-3.66926, 0.81290, 0.05654]], "forces_ev_per_angstrom": [[-0.015, -0.065, 0.028], [0.002, 0.016, -0.017], [0.008, 0.013, -0.003], [-0.004, -0.030, 0.012], [0.009, -0.014, -0.004], [-0.005, 0.006, -0.005], [0.004, 0.013, -0.010], [0.010, -0.024, 0.042], [0.022, 0.044, -0.054], [-0.007, -0.046, 0.024], [0.020, -0.006, -0.014], [0.009, -0.007, -0.026], [-0.009, -0.006, 0.022], [0.006, -0.005, 0.005], [-0.017, -0.001, 0.026], [-0.015, 0.011, -0.053], [-0.013, -0.002, 0.022], [0.019, 0.015, -0.004], [-0.012, 0.002, 0.016], [-0.009, 0.000, -0.011], [0.002, -0.012, 0.004], [-0.008, -0.004, -0.006], [0.012, -0.011, 0.004], [-0.030, 0.015, 0.005], [-0.015, 0.029, -0.017], [0.013, 0.003, 0.011], [-0.016, 0.000, -0.010], [0.006, -0.021, 0.010], [-0.007, 0.004, 0.004], [-0.005, -0.001, 0.003], [0.003, -0.007, 0.003], [0.011, 0.000, -0.002], [0.007, -0.012, 0.000], [-0.007, -0.003, 0.001], [-0.001, 0.007, -0.001], [0.001, -0.002, -0.008], [0.004, 0.012, -0.016], [-0.018, -0.044, -0.005], [-0.010, -0.003, -0.002], [0.008, -0.004, 0.003], [0.000, 0.003, 0.000], [0.004, 0.005, 0.003], [0.004, 0.000, 0.001], [-0.014, 0.013, 0.005], [-0.015, -0.028, 0.002], [0.004, 0.052, -0.005], [-0.043, 0.095, -0.047], [-0.007, -0.055, 0.006], [0.014, -0.030, 0.007], [0.040, 0.066, 0.018], [0.024, 0.019, -0.002], [-0.015, 0.004, 0.010], [-0.026, 0.034, 0.010], [0.000, 0.001, -0.010], [0.000, 0.004, 0.000], [-0.004, -0.004, 0.004], [0.007, 0.002, 0.009], [0.006, -0.001, -0.001], [-0.002, 0.000, 0.019], [-0.007, -0.003, -0.006], [-0.004, -0.002, -0.005], [-0.006, -0.002, -0.002], [0.008, -0.008, -0.001], [0.002, 0.001, 0.005], [0.007, -0.002, 0.001], [0.011, -0.009, 0.004], [-0.003, -0.005, 0.004], [-0.024, -0.004, 0.004], [-0.002, -0.010, 0.000], [-0.003, 0.022, -0.018], [0.008, 0.005, -0.001], [0.033, 0.010, -0.034], [0.039, -0.050, 0.006], [-0.002, 0.038, 0.005], [-0.012, 0.039, 0.050], [0.006, 0.009, -0.007], [-0.002, -0.028, -0.005], [0.023, 0.020, 0.040], [-0.005, 0.011, 0.003], [-0.028, -0.037, -0.027], [0.004, 0.004, 0.000], [0.005, 0.004, -0.012], [0.017, -0.011, -0.006], [-0.006, 0.011, 0.028], [0.003, 0.006, -0.001], [0.005, -0.002, 0.001], [0.000, -0.003, -0.010], [-0.005, -0.007, 0.004], [-0.019, -0.030, 0.003], [-0.017, 0.010, -0.004], [-0.017, -0.014, -0.013], [0.010, 0.001, -0.004], [0.012, -0.009, -0.001], [-0.002, 0.009, -0.002], [-0.002, -0.002, 0.006], [0.002, 0.023, 0.014], [-0.016, -0.016, 0.000], [0.000, -0.028, 0.005], [0.011, -0.005, -0.023], [0.003, -0.013, -0.022], [-0.012, -0.012, -0.001], [0.008, -0.005, -0.010], [0.023, 0.061, 0.010], [0.000, 0.010, 0.016], [-0.011, 0.013, 0.004], [-0.005, -0.004, -0.003], [-0.004, -0.038, -0.011], [0.002, 0.009, 0.000], [0.020, 0.017, -0.008], [0.007, -0.005, 0.001], [-0.008, 0.002, -0.001], [0.003, 0.006, 0.000], [0.003, -0.007, 0.001], [0.000, 0.010, -0.008], [-0.007, -0.003, 0.010], [0.006, -0.014, 0.016], [0.020, 0.000, 0.003]], "lowdin_spin": [4.74, 0.00, 0.00, 0.01, 0.00, 0.00, 0.00, 0.01, 0.03, 0.04, 0.00, 0.01, 0.00, 0.00, 0.00, 0.01, 0.03, 0.00, 0.01, 0.00, 0.00, 0.00, 0.01, 0.04, 0.00, 0.00, 0.00, 0.00, 0.00, 0.00, 0.00, 0.00, 0.00, 0.00, 0.00, 0.00, 0.00, 0.00, 0.00, 0.00, 0.00, 0.00, 0.00, 0.00, 0.00, 0.00, 0.02, 0.00, 0.00, 0.00, 0.00, 0.00, 0.00, 0.00, 0.00, 0.00, 0.00, 0.00, 0.00, 0.00, 0.00, 0.00, 0.00, 0.00, 0.00, 0.00, 0.00, 0.00, 0.00, 0.00, 0.00, 0.01, 0.00, 0.00, 0.00, 0.00, 0.00, 0.00, 0.00, 0.00, 0.00, 0.00, 0.00, 0.00, 0.00, 0.00, 0.00, 0.00, 0.00, 0.00, 0.00, 0.00, 0.00, 0.00, 0.00, 0.00, 0.00, 0.00, 0.00, 0.00, 0.00, 0.00, 0.00, 0.00, 0.00, 0.00, 0.00, 0.00, 0.00, 0.00, 0.00, 0.00, 0.00, 0.00, 0.00, 0.00, 0.00]}



{"formula": "C4H11NO2", "method": "ωB97M-V with the def2-TZVPD basis set", "relative_energy_kj_mol": 255.7, "smiles": "CC(=O)O.CCN", "homo_ha": -0.3381, "total_charge": 0, "orbital_gap_ev": 10.0, "lumo_energy_ev": 0.77, "symbols": ["C", "C", "O", "O", "H", "H", "H", "H", "C", "C", "N", "H", "H", "H", "H", "H", "H", "H"], "coordinates": [[-0.95283, 3.31665, 1.39876], [-1.11353, 1.67215, 1.41437], [-1.98800, 0.91446, 1.61542], [0.21039, 1.43699, 1.26346], [-1.95648, 3.67012, 1.16798], [-0.28641, 3.38757, 0.64010], [-0.36975, 3.65134, 2.41415], [0.77529, 0.73385, 1.31251], [0.06515, -2.72021, -1.62547], [0.27063, -1.55383, -0.65300], [1.60311, -0.99303, -0.73079], [-0.95881, -2.66127, -2.08905], [0.30516, -3.62866, -1.04941], [0.83534, -2.81111, -2.45519], [-0.39834, -0.71275, -0.58388], [0.27438, -1.97452, 0.32962], [2.16382, -1.65469, -1.22623], [1.52088, -0.07305, -1.14333]], "forces_ev_per_angstrom": [[-2.110, -2.495, 3.806], [2.566, 3.187, 1.060], [-0.857, -0.601, -0.180], [-0.785, 2.822, -0.706], [0.314, 0.847, 0.465], [1.758, 0.997, -2.381], [-2.043, -0.787, -2.469], [1.243, -4.055, 0.328], [-0.176, -0.051, -0.950], [1.017, -0.482, 0.605], [-0.056, 0.990, 0.387], [1.012, -0.700, 0.528], [-0.923, 0.021, -0.325], [-0.935, 0.819, 0.700], [-0.845, -0.075, -0.673], [-0.753, -0.520, 0.817], [0.784, 0.398, -0.488], [0.790, -0.314, -0.523]], "nbo_charge": [-0.69, 0.82, -0.56, -0.77, 0.22, 0.22, 0.24, 0.51, -0.64, -0.23, -0.85, 0.23, 0.21, 0.20, 0.19, 0.17, 0.36, 0.36]}